# 1
C19H19N3O2S in the gas phase. Source: the Open Molecules 2025 dataset; level of theory: ωB97M-V/def2-TZVPD.

CARTESIAN COORDINATES (ANGSTROEM)
C  -0.985051  2.930980  0.190400
C  6.538577  -2.285077  -0.488129
H  5.135394  1.214043  -1.816168
H  -1.583891  3.817670  0.321063
H  6.431250  -3.662430  1.146515
C  6.113134  -1.068273  -0.993609
C  -6.217197  -1.887880  -0.615788
C  -5.633802  0.607431  0.051192
C  0.554382  0.594185  -0.145802
C  2.650333  1.985889  0.031886
H  -4.518590  -2.150631  0.696893
N  3.324694  1.133110  -0.776988
N  -4.491415  -0.248742  -0.200619
C  5.254626  -0.263492  -0.258477
H  -6.133711  -0.381641  1.897666
H  -6.113326  0.882505  -0.895767
H  1.126964  -0.317310  -0.236685
C  5.241745  -1.915291  1.492029
H  -6.418497  -1.455635  -1.607400
H  5.119393  1.879382  -0.162368
C  1.167586  1.834039  0.004950
C  -1.615660  1.701309  0.028849
H  4.157294  -0.070048  1.565536
H  6.455193  -0.739169  -1.964869
H  2.818788  0.451143  -1.318023
O  3.209587  2.829179  0.706893
C  -3.250848  0.244080  -0.133373
C  4.822085  -0.697689  0.989431
H  7.209998  -2.902050  -1.067296
H  -4.112857  -2.124137  -1.032016
C  4.768974  1.057669  -0.795950
C  6.101692  -2.711932  0.753672
C  -4.748576  -1.670785  -0.264802
C  -0.823019  0.541434  -0.128315
H  -5.280309  1.516444  0.539262
O  -7.094879  -1.334480  0.341403
H  0.905316  3.921196  0.325004
N  -2.961263  1.488089  0.018246
H  -6.443262  -2.956004  -0.652335
H  -7.498942  0.476343  1.143905
C  -6.620506  -0.141394  0.940727
S  -1.853268  -0.861422  -0.280360
H  4.900500  -2.242954  2.463055
C  0.391349  2.982355  0.186566

Cartesian forces (eV/Å) of the 6 atoms listed first:
C 0.0 -0.1 0.0
C 0.1 -0.1 0.0
H 0.0 0.0 0.1
H -0.1 0.1 0.0
H 0.0 -0.1 0.0
C 0.0 0.1 0.0

**Structure (SMILES)**: O=C(NCc1ccccc1)c1ccc2nc(N3CCOCC3)sc2c1
**Maximum force**: 0.88 eV/A
**ΔE to the lowest compared entry with this formula, charge and spin**: 37.46 kcal/mol
**Kohn-Sham gap**: 8.491 eV
**E_HOMO**: -0.2956 hartree

# 2
C19H19N3O4 in the gas phase at a distorted geometry. Source: the Open Molecules 2025 dataset; level of theory: ωB97M-V/def2-TZVPD.

CARTESIAN COORDINATES (ANGSTROEM)
H  4.500104  1.052632  2.077501
C  6.204604  -2.347562  0.583245
H  3.079553  -0.419790  -2.423077
H  2.126145  1.604467  -1.439784
H  -5.310644  0.186306  -2.576920
H  -5.166919  -2.807443  2.015199
H  2.115112  3.710667  -0.577465
H  -6.148281  0.249406  -0.302300
C  -3.934090  -2.213855  0.638683
H  -2.644103  0.390987  -1.927171
C  -5.507538  -0.599423  -0.542523
H  6.942312  -2.977858  1.055726
C  5.717203  -1.231470  1.204330
H  -3.798792  1.598150  -1.357853
H  -6.117478  -1.498253  -0.605612
H  6.053394  -0.941480  2.190177
O  -4.952100  -3.059223  1.110097
C  3.383657  -0.092390  -1.441437
H  -4.728137  -0.412064  1.504753
O  -0.251333  2.832725  -0.820422
N  4.837774  -1.967229  -1.344332
H  0.182300  1.309359  2.017095
C  0.499461  2.617364  0.275596
H  -4.351229  -1.259315  -2.244080
H  -3.056538  -2.241411  1.295580
N  -3.341541  0.106249  0.033722
H  1.666177  4.213586  1.070274
C  4.753577  -0.439908  0.541269
C  -1.319586  1.399568  0.366735
C  3.260925  1.455349  0.401454
C  4.342042  -0.861660  -0.754023
H  -3.653224  -2.602846  -0.342303
C  -0.127921  1.709942  1.076706
C  -4.718392  -0.324453  -1.821219
O  -2.304797  0.064675  2.026242
C  -4.413192  -0.753803  0.511041
C  1.796978  3.348865  0.409746
C  2.854988  1.037733  -0.882044
C  -2.359366  0.470451  0.873713
C  4.196477  0.721775  1.096116
C  -3.549700  0.532566  -1.335668
C  5.725466  -2.670124  -0.701269
H  6.095011  -3.548353  -1.215749
N  -1.370692  2.080602  -0.752468
O  2.792335  2.576481  1.032737

Cartesian forces (eV/Å) of the 6 atoms listed first:
H 0.0 0.1 0.1
C -0.1 0.3 0.3
H 0.0 0.0 -0.1
H -0.1 0.0 -0.1
H 0.0 0.0 -0.1
H 0.0 -0.1 0.0

**Structure (SMILES)**: O=C(c1cc(COc2ccc3ncccc3c2)on1)N1CCC[C@H]1CO
**Maximum force**: 1.11 eV/A
**ΔE to the lowest compared entry with this formula, charge and spin**: 84.80 kcal/mol
**Kohn-Sham gap**: 8.673 eV
**E_HOMO**: -0.3114 hartree

# 3
A molecular structure, C19H19N4O3Sr. Source: the Open Molecules 2025 dataset; level of theory: ωB97M-V/def2-TZVPD.

CARTESIAN COORDINATES (ANGSTROEM)
N  -2.338917  1.839309  0.045009
H  -0.939701  2.399865  2.414269
H  -1.961177  3.187374  -2.060412
H  -1.134799  4.492515  -2.958119
N  1.949084  -0.478478  -0.967006
H  -5.515837  2.626875  -0.348070
C  3.291873  -3.599038  0.488846
H  5.104983  -2.662566  -1.396230
C  4.054755  -0.914815  -2.012653
H  -1.282715  4.539192  -1.167463
H  -4.240644  4.029488  1.610415
H  4.803509  -0.599937  -2.724363
H  -0.550760  3.687345  1.260013
H  0.302740  -4.225087  3.126294
C  -0.967268  -1.432899  1.726429
H  -1.655554  3.986224  2.580624
O  4.779277  -5.101843  1.377687
C  -3.817652  3.271811  0.969960
O  4.849264  -4.761478  -0.748142
C  2.093814  -1.600400  -0.227598
N  -0.030990  -1.137740  0.840615
C  -0.892129  -2.538288  2.580421
C  1.056669  -1.931110  0.737406
H  -3.422100  -0.332018  -1.367168
C  1.208318  -3.061965  1.549961
N  4.407238  -4.560506  0.363700
H  -1.819220  -0.760870  1.764845
C  -1.148601  3.906131  -2.042220
H  2.756760  0.742726  -2.416468
H  -1.687939  -2.724703  3.286523
C  2.360061  -3.893303  1.412495
C  0.201795  -3.356409  2.488587
H  -4.692794  0.634195  -2.078171
C  2.899038  -0.159474  -1.830037
C  -4.482334  2.540618  -0.052133
H  0.832670  3.777722  -1.987300
C  -2.521244  2.816800  0.993524
C  -3.675753  0.686047  -1.691361
H  -3.042850  0.924987  -2.561101
C  -3.549703  1.684897  -0.586220
C  3.220158  -2.439085  -0.358965
C  4.221437  -2.057310  -1.273907
H  2.477266  -4.767359  2.037397
O  0.100004  3.155567  -1.938190
Sr  -0.233485  0.930709  -0.707052
C  -1.366549  3.236284  1.845330

Cartesian forces (eV/Å) of the 6 atoms listed first:
N 0.1 -0.2 0.1
H 0.0 0.0 0.0
H 0.0 0.0 0.0
H 0.0 0.0 0.0
N 0.2 0.0 -0.1
H 0.0 0.0 0.0

**Net charge**: +1
**Maximum force**: 0.75 eV/A
**ΔE to the lowest compared entry with this formula, charge and spin**: 0.00 kcal/mol
**Kohn-Sham gap**: 5.269 eV
**E_HOMO**: -0.3435 hartree

# 4
C19H19NO3 in the gas phase at a distorted geometry. Source: the Open Molecules 2025 dataset; level of theory: ωB97M-V/def2-TZVPD.

CARTESIAN COORDINATES (ANGSTROEM)
H  0.873386  1.600446  -3.144862
H  -2.305909  0.179071  -2.860328
H  -0.866497  2.925791  -1.921436
C  1.656946  0.906702  -2.647865
H  2.016095  -2.086813  -2.382363
N  1.492487  0.618862  0.976452
C  -1.631903  3.256362  -0.144132
C  -1.908688  -0.276974  -2.077297
O  0.539809  -2.479244  -0.692555
H  -0.695638  1.829403  2.901028
C  1.339313  1.041173  -1.252811
H  -0.305106  -1.437571  -2.876949
C  1.669421  0.038188  2.203395
H  0.801561  -3.249157  -2.746113
H  -0.685396  -0.540208  2.547107
H  -3.207029  0.735283  -0.679370
H  2.587064  -0.410278  -0.352763
H  1.545636  -1.926645  1.414247
O  -0.759177  -2.188018  1.406604
C  -1.288306  2.937360  1.344274
C  0.132337  1.874290  -0.450308
C  -0.607064  2.716162  -0.963524
H  1.419283  0.722070  2.931757
C  0.507198  1.518398  0.882327
C  1.382393  -2.823232  -1.975295
H  -0.495513  -2.126281  3.628118
C  -0.215499  -1.630663  2.711004
C  -1.199441  -1.598636  0.313167
C  -0.488418  -1.703973  -0.906452
H  -2.296602  4.089126  -0.611653
H  -2.171825  3.586180  1.989527
O  2.365696  0.225533  -3.139521
C  -2.421630  -0.003932  -0.903023
H  1.791245  -1.759156  3.444464
C  -2.303032  -0.695620  0.346974
C  1.230168  -1.520855  2.482346
H  2.884477  0.109790  2.323490
H  -2.868977  -0.484052  1.274790
C  1.936271  0.434412  -0.331757
H  2.063572  -3.433594  -1.680876
C  -0.475610  2.124547  1.853195
C  -1.037097  -1.094247  -2.233014

Cartesian forces (eV/Å) of the 6 atoms listed first:
H 1.0 -0.5 -0.8
H -1.6 2.4 -3.5
H 0.6 0.1 -3.3
C -10.1 8.4 4.5
H -0.1 2.2 -0.2
N -2.4 2.0 -2.7

**Structure (SMILES)**: COc1ccccc1OCCCn1cc(C=O)c2ccccc21
**Maximum force**: 16.38 eV/A
**ΔE to the lowest compared entry with this formula, charge and spin**: 318.75 kcal/mol
**Kohn-Sham gap**: 7.951 eV
**E_HOMO**: -0.2671 hartree

# 5
A molecular structure, C19H20AlClN5P at a distorted geometry. Source: the Open Molecules 2025 dataset; level of theory: ωB97M-V/def2-TZVPD.

CARTESIAN COORDINATES (ANGSTROEM)
C  -1.370967  -0.839812  -3.000713
H  -0.135234  -6.283840  -5.869738
C  -0.220585  1.803487  -2.530387
C  3.843625  -1.146363  -2.923616
H  -4.748094  -1.212078  -2.766679
N  -0.501765  -3.584869  1.704211
C  -2.214103  -2.149142  -4.841453
C  -0.569193  4.556158  -2.938720
C  -1.397332  3.631920  -3.583489
C  1.549054  -0.390851  -2.966376
H  1.823152  -3.396959  -0.383422
H  -1.975449  -3.738687  3.019668
H  -2.183206  3.979540  -4.248107
H  -4.359279  -2.437149  -4.902552
C  -2.670455  -0.734778  -2.465133
C  -3.518306  -2.008204  -4.352739
N  0.269804  -2.208068  0.264452
H  0.613633  -6.249911  -5.836663
H  1.442486  2.357117  -1.259184
C  0.455759  4.089660  -2.109255
H  -2.830823  -0.221237  -1.505044
H  1.117793  4.799229  -1.615123
H  4.692857  -1.551862  -2.377784
C  2.882757  -0.322457  -4.979149
C  0.643274  2.721759  -1.910472
H  4.919432  -1.034770  -4.801705
N  0.533660  -4.252511  1.140685
C  0.983674  -3.329093  0.276129
C  -1.130764  -1.602831  -4.153138
H  -0.105595  -1.766240  -4.491070
Cl  -0.056417  1.061151  1.329674
Al  -0.372866  -0.519551  0.021844
C  3.973839  -0.852996  -4.284060
H  -2.031945  -2.691336  -5.765119
H  2.965681  -0.094803  -6.036832
P  -0.023825  0.018333  -2.129348
C  -3.737156  -1.311787  -3.159907
C  1.675230  -0.074155  -4.326479
H  0.826057  0.354337  -4.867776
C  -1.220447  2.259803  -3.398639
H  -0.999208  -5.099309  2.798040
C  2.640162  -0.918552  -2.250962
H  -0.715973  5.629986  -3.088160
N  -0.809786  -2.428615  1.160088
H  2.538026  -1.128394  -1.177647
N  -1.474590  -4.324876  2.357151
H  -1.851492  1.537608  -3.919202

Cartesian forces (eV/Å) of the 6 atoms listed first:
C 0.0 -0.5 0.3
H 0.3 0.0 0.0
C -0.1 0.1 0.5
C 0.1 0.0 0.1
H 0.2 -0.1 -0.1
N -1.4 -0.5 -2.1

**Net charge**: +2
**Maximum force**: 3.64 eV/A
**Kohn-Sham gap**: 6.928 eV
**E_HOMO**: -0.5420 hartree

Copy entry 3 word for word.
A molecular structure, C19H19N4O3Sr. Source: the Open Molecules 2025 dataset; level of theory: ωB97M-V/def2-TZVPD.

CARTESIAN COORDINATES (ANGSTROEM)
N  -2.338917  1.839309  0.045009
H  -0.939701  2.399865  2.414269
H  -1.961177  3.187374  -2.060412
H  -1.134799  4.492515  -2.958119
N  1.949084  -0.478478  -0.967006
H  -5.515837  2.626875  -0.348070
C  3.291873  -3.599038  0.488846
H  5.104983  -2.662566  -1.396230
C  4.054755  -0.914815  -2.012653
H  -1.282715  4.539192  -1.167463
H  -4.240644  4.029488  1.610415
H  4.803509  -0.599937  -2.724363
H  -0.550760  3.687345  1.260013
H  0.302740  -4.225087  3.126294
C  -0.967268  -1.432899  1.726429
H  -1.655554  3.986224  2.580624
O  4.779277  -5.101843  1.377687
C  -3.817652  3.271811  0.969960
O  4.849264  -4.761478  -0.748142
C  2.093814  -1.600400  -0.227598
N  -0.030990  -1.137740  0.840615
C  -0.892129  -2.538288  2.580421
C  1.056669  -1.931110  0.737406
H  -3.422100  -0.332018  -1.367168
C  1.208318  -3.061965  1.549961
N  4.407238  -4.560506  0.363700
H  -1.819220  -0.760870  1.764845
C  -1.148601  3.906131  -2.042220
H  2.756760  0.742726  -2.416468
H  -1.687939  -2.724703  3.286523
C  2.360061  -3.893303  1.412495
C  0.201795  -3.356409  2.488587
H  -4.692794  0.634195  -2.078171
C  2.899038  -0.159474  -1.830037
C  -4.482334  2.540618  -0.052133
H  0.832670  3.777722  -1.987300
C  -2.521244  2.816800  0.993524
C  -3.675753  0.686047  -1.691361
H  -3.042850  0.924987  -2.561101
C  -3.549703  1.684897  -0.586220
C  3.220158  -2.439085  -0.358965
C  4.221437  -2.057310  -1.273907
H  2.477266  -4.767359  2.037397
O  0.100004  3.155567  -1.938190
Sr  -0.233485  0.930709  -0.707052
C  -1.366549  3.236284  1.845330

Cartesian forces (eV/Å) of the 6 atoms listed first:
N 0.1 -0.2 0.1
H 0.0 0.0 0.0
H 0.0 0.0 0.0
H 0.0 0.0 0.0
N 0.2 0.0 -0.1
H 0.0 0.0 0.0

**Net charge**: +1
**Maximum force**: 0.75 eV/A
**ΔE to the lowest compared entry with this formula, charge and spin**: 0.00 kcal/mol
**Kohn-Sham gap**: 5.269 eV
**E_HOMO**: -0.3435 hartree

Repeat the first record exactly.
C19H19N3O2S in the gas phase. Source: the Open Molecules 2025 dataset; level of theory: ωB97M-V/def2-TZVPD.

CARTESIAN COORDINATES (ANGSTROEM)
C  -0.985051  2.930980  0.190400
C  6.538577  -2.285077  -0.488129
H  5.135394  1.214043  -1.816168
H  -1.583891  3.817670  0.321063
H  6.431250  -3.662430  1.146515
C  6.113134  -1.068273  -0.993609
C  -6.217197  -1.887880  -0.615788
C  -5.633802  0.607431  0.051192
C  0.554382  0.594185  -0.145802
C  2.650333  1.985889  0.031886
H  -4.518590  -2.150631  0.696893
N  3.324694  1.133110  -0.776988
N  -4.491415  -0.248742  -0.200619
C  5.254626  -0.263492  -0.258477
H  -6.133711  -0.381641  1.897666
H  -6.113326  0.882505  -0.895767
H  1.126964  -0.317310  -0.236685
C  5.241745  -1.915291  1.492029
H  -6.418497  -1.455635  -1.607400
H  5.119393  1.879382  -0.162368
C  1.167586  1.834039  0.004950
C  -1.615660  1.701309  0.028849
H  4.157294  -0.070048  1.565536
H  6.455193  -0.739169  -1.964869
H  2.818788  0.451143  -1.318023
O  3.209587  2.829179  0.706893
C  -3.250848  0.244080  -0.133373
C  4.822085  -0.697689  0.989431
H  7.209998  -2.902050  -1.067296
H  -4.112857  -2.124137  -1.032016
C  4.768974  1.057669  -0.795950
C  6.101692  -2.711932  0.753672
C  -4.748576  -1.670785  -0.264802
C  -0.823019  0.541434  -0.128315
H  -5.280309  1.516444  0.539262
O  -7.094879  -1.334480  0.341403
H  0.905316  3.921196  0.325004
N  -2.961263  1.488089  0.018246
H  -6.443262  -2.956004  -0.652335
H  -7.498942  0.476343  1.143905
C  -6.620506  -0.141394  0.940727
S  -1.853268  -0.861422  -0.280360
H  4.900500  -2.242954  2.463055
C  0.391349  2.982355  0.186566

Cartesian forces (eV/Å) of the 6 atoms listed first:
C 0.0 -0.1 0.0
C 0.1 -0.1 0.0
H 0.0 0.0 0.1
H -0.1 0.1 0.0
H 0.0 -0.1 0.0
C 0.0 0.1 0.0

**Structure (SMILES)**: O=C(NCc1ccccc1)c1ccc2nc(N3CCOCC3)sc2c1
**Maximum force**: 0.88 eV/A
**ΔE to the lowest compared entry with this formula, charge and spin**: 37.46 kcal/mol
**Kohn-Sham gap**: 8.491 eV
**E_HOMO**: -0.2956 hartree

What is the Kohn-Sham gap in the fifth record?
6.928 eV